19
Properties=species:S:1:pos:R:3:forces:R:3 method="wB97M-V/def2-TZVPD" charge=+2 multiplicity=2 homo_ev="-19.4 / -19.4" orbital_gap_ev="11.554 / 5.582" s2=0.754 e_lumo_ev="-7.84 / -13.81"
C 0.838823 -0.206801 -1.440590 -2.420 2.344 0.106
N 1.516406 1.107469 -1.428487 1.597 -2.608 -1.186
C -0.331973 -0.320009 -0.383498 2.245 0.072 1.484
N -1.168748 0.938910 -0.465510 -0.972 -1.324 -1.022
C -0.836043 -0.842087 2.097302 1.376 0.421 1.943
C 0.230459 -0.524143 1.061276 0.422 -1.571 -1.799
H 1.648642 -0.908971 -1.297921 0.269 -0.715 0.209
H 0.327975 -0.254253 -2.395043 0.542 -0.430 -0.507
H 2.267724 1.216607 -0.743226 -0.251 0.700 0.603
H 1.880664 1.294858 -2.380614 -0.443 0.969 0.276
H -0.944632 -1.170834 -0.686161 -0.104 0.166 0.073
H -1.578035 0.980894 -1.406151 0.062 0.439 -0.102
H -2.010639 0.810382 0.118370 0.451 0.470 0.463
H -0.650298 1.796156 -0.283189 -0.287 0.165 0.450
H -1.857306 -1.011039 1.764992 0.068 -0.095 -0.102
H -0.779138 -0.076761 2.902811 -0.647 -0.128 -0.717
H -0.440949 -1.693252 2.671434 -0.705 -0.192 -0.395
H 0.925824 0.242233 1.374497 -0.160 0.821 0.002
H 0.961236 -1.379356 0.919715 -1.043 0.494 0.220